[1]
This record from OMol25 describes C8H23AgO10 as an isolated structure. The level of theory is the ωB97M-V functional and the def2-TZVPD basis.

Summary:
Lowest unoccupied orbital energy, eV: -2.63
Highest occupied orbital energy, eV: -5.6951
Kohn-Sham gap, eV: 3.069
Relative energy (zero: lowest compared OMol25 entry of this formula, charge and spin), eV: 5.9434

Atoms and positions in Å:
1 Ag -0.573 0.458 -0.086
2 O 4.227 0.416 2.691
3 C 3.573 -0.561 3.164
4 O 2.576 -0.896 2.548
5 O 3.894 -1.176 4.229
6 H 3.630 0.676 1.986
7 C -0.268 2.483 4.677
8 O -0.796 2.461 3.389
9 H -0.620 1.667 5.309
10 H 0.808 2.309 4.649
11 H -0.521 3.371 5.255
12 H -0.644 3.309 2.965
13 C -2.578 -0.794 -4.160
14 C -2.422 0.665 -3.977
15 O -2.761 1.185 -2.698
16 O -1.519 -1.565 -3.459
17 H -2.498 -1.062 -5.213
18 H -3.571 -1.086 -3.819
19 H -3.074 1.041 -4.766
20 H -1.368 0.872 -4.161
21 H -3.674 0.903 -2.601
22 H -1.577 -2.449 -3.830
23 C 3.381 1.949 -1.932
24 C 2.795 3.138 -1.239
25 O 2.588 2.851 0.210
26 O 2.394 0.909 -1.902
27 H 4.241 1.517 -1.421
28 H 3.659 2.203 -2.955
29 H 1.887 3.495 -1.726
30 H 3.560 3.908 -1.338
31 H 2.256 3.606 0.702
32 H 2.817 0.115 -2.236
33 C -1.556 -4.027 0.671
34 C -2.799 -3.234 1.220
35 O -2.266 -2.065 1.856
36 O -0.710 -4.661 1.677
37 H -0.920 -3.292 0.177
38 H -1.770 -4.757 -0.110
39 H -3.179 -3.887 2.006
40 H -3.648 -3.073 0.555
41 H -3.002 -1.791 2.408
42 H 0.029 -5.132 1.285

Atoms 1-6, force components in eV/Å:
0.4564 -0.2388 0.2395
3.1000 4.0270 -1.2766
-0.9640 -5.2121 5.2646
-3.6013 -0.5661 -2.8223
0.9795 1.4348 -0.9005
0.1447 0.4970 -0.5944

Löwdin atomic charge list, values in e, 4 entries:
1. Ag 0.870
2. O 0.108
3. C -0.971
4. O -0.050

***

[2]
This record from OMol25 describes a 2-piece molecular cluster, C3H8F2N4P overall. The level of theory is the ωB97M-V functional and the def2-TZVPD basis.

Summary:
Lowest unoccupied orbital energy (alpha / beta), eV: -5.74 / -5.74
Highest occupied orbital energy (alpha / beta), eV: -12.8029 / -12.8028
Total charge: +1
Kohn-Sham gap (alpha / beta), eV: 7.066 / 7.065
Relative energy (zero: lowest compared OMol25 entry of this formula, charge and spin), eV: 2.1829

Atoms and positions in Å:
1 C 0.910 -0.274 0.911
2 C -3.447 -1.255 -0.576
3 C 2.916 1.245 -0.157
4 N -2.038 -0.921 -0.752
5 N -1.335 -0.604 0.205
6 N 0.661 -0.336 2.186
7 N -0.033 -0.361 -0.037
8 F 3.124 1.983 0.905
9 F 3.790 0.282 -0.217
10 P 1.560 1.538 -1.222
11 H -4.139 -0.555 -0.978
12 H -3.670 -1.392 0.503
13 H -3.504 -2.116 -1.270
14 H 1.458 -0.045 2.770
15 H -0.180 -0.818 2.602
16 H 0.291 -0.127 -0.932
17 H 1.454 2.854 -1.652
18 H 2.183 0.902 -2.290

Atoms 1-6, force components in eV/Å:
0.0412 1.4842 -1.1818
1.2545 -1.1483 0.9782
0.8762 -0.4721 2.8945
1.4581 1.2588 -1.1179
-2.8514 -0.9420 1.3274
-0.2879 -0.9546 0.9970

Löwdin atomic charge list, values in e, 4 entries:
1. C -0.214
2. C -0.078
3. C -0.520
4. N -0.035

***

Repeat the second record exactly.
This record from OMol25 describes a 2-piece molecular cluster, C3H8F2N4P overall. The level of theory is the ωB97M-V functional and the def2-TZVPD basis.

Summary:
Lowest unoccupied orbital energy (alpha / beta), eV: -5.74 / -5.74
Highest occupied orbital energy (alpha / beta), eV: -12.8029 / -12.8028
Total charge: +1
Kohn-Sham gap (alpha / beta), eV: 7.066 / 7.065
Relative energy (zero: lowest compared OMol25 entry of this formula, charge and spin), eV: 2.1829

Atoms and positions in Å:
1 C 0.910 -0.274 0.911
2 C -3.447 -1.255 -0.576
3 C 2.916 1.245 -0.157
4 N -2.038 -0.921 -0.752
5 N -1.335 -0.604 0.205
6 N 0.661 -0.336 2.186
7 N -0.033 -0.361 -0.037
8 F 3.124 1.983 0.905
9 F 3.790 0.282 -0.217
10 P 1.560 1.538 -1.222
11 H -4.139 -0.555 -0.978
12 H -3.670 -1.392 0.503
13 H -3.504 -2.116 -1.270
14 H 1.458 -0.045 2.770
15 H -0.180 -0.818 2.602
16 H 0.291 -0.127 -0.932
17 H 1.454 2.854 -1.652
18 H 2.183 0.902 -2.290

Atoms 1-6, force components in eV/Å:
0.0412 1.4842 -1.1818
1.2545 -1.1483 0.9782
0.8762 -0.4721 2.8945
1.4581 1.2588 -1.1179
-2.8514 -0.9420 1.3274
-0.2879 -0.9546 0.9970

Löwdin atomic charge list, values in e, 4 entries:
1. C -0.214
2. C -0.078
3. C -0.520
4. N -0.035